{
  "formula": "C4H8",
  "method": "ωB97M-V/def2-TZVPD",
  "total_charge": -1,
  "total_energy_ev": -4274.9497,
  "gap_ev": [2.70, 9.79],
  "e_above_lowest_kcal_mol": 13.5,
  "s_squared": 0.75,
  "fmax_ev_per_a": 2.187,
  "spin_multiplicity": 2,
  "symbols": ["C", "C", "C", "C", "H", "H", "H", "H", "H", "H", "H", "H"],
  "coordinates": [[-0.82, -1.44, 0.49], [0.21, -0.54, -0.16], [0.09, 0.93, 0.04], [0.67, 1.88, -0.68], [-0.51, -1.58, 1.55], [-1.82, -1.03, 0.62], [-0.83, -2.50, 0.22], [0.38, -0.76, -1.22], [1.21, -0.92, 0.14], [-0.44, 1.24, 0.93], [0.59, 2.92, -0.34], [1.26, 1.82, -1.59]]
}